Formula: C17H22N2O6S
Source: OMol25
Level of theory: the ωB97M-V functional and the def2-TZVPD basis

Geometry as XYZ:
```
48
Properties=species:S:1:pos:R:3:forces:R:3:mulliken_charge:R:1
C -0.4455 -3.8844 0.4651 -0.1 0.1 0.3 -0.995
C -1.6837 -3.3201 1.1515 -0.1 -0.1 -0.2 -0.203
C -2.9327 -3.3157 0.2657 0.2 0.4 0.0 -0.681
C -2.7727 -2.4913 -1.0115 -0.4 -0.6 0.0 -0.816
O -2.2547 -1.1839 -0.7371 0.4 0.2 0.1 -0.237
C -3.1379 -0.2423 -0.4270 -0.2 0.2 0.0 0.482
O -4.3246 -0.3426 -0.4364 -0.2 -0.1 0.0 -0.546
N -2.4563 0.9440 -0.0892 0.0 0.1 0.0 0.002
C -3.0647 2.2151 -0.0669 -0.9 -0.6 -0.3 0.235
O -4.1809 2.4921 -0.3540 0.1 0.2 0.1 -0.524
O -2.1231 3.1175 0.3201 0.2 0.5 0.2 -0.461
C -0.9515 2.4611 0.5461 0.5 -0.8 0.0 0.532
C 0.2475 2.9873 0.9804 -0.4 0.0 -0.2 -1.241
C 1.2970 2.0939 1.1556 0.1 0.0 0.1 -0.269
C 1.1232 0.7451 0.9023 0.6 -0.3 0.2 -0.148
S 2.5094 -0.3858 1.1432 0.1 0.1 -0.1 1.140
O 1.9643 -1.6636 1.4926 -0.3 0.0 -0.2 -0.611
O 3.4331 0.2532 2.0303 0.0 0.3 -0.1 -0.762
N 3.2699 -0.5613 -0.3103 -0.3 0.0 1.0 0.171
C 2.6619 -1.3932 -1.3198 -0.6 -0.4 -0.3 -0.875
C 1.8527 -0.5825 -2.3347 0.3 -0.1 -0.1 0.033
C 2.7242 0.5260 -2.9225 -0.2 0.1 0.1 -1.021
C 3.2708 1.4053 -1.7992 0.2 -0.2 -0.1 -0.158
C 4.0534 0.5435 -0.8066 0.2 0.7 0.0 -0.972
C -0.0783 0.2090 0.4706 -0.3 0.0 0.0 -0.457
C -1.1237 1.0932 0.2894 0.6 0.3 0.2 0.601
H -0.2193 -3.3382 -0.4478 0.1 0.0 -0.2 0.122
H -0.5894 -4.9328 0.2128 0.0 -0.1 -0.1 0.453
H 0.4140 -3.7926 1.1244 0.1 -0.1 0.0 0.246
H -1.4763 -2.3026 1.4884 0.0 0.0 0.1 0.148
H -1.9000 -3.9147 2.0409 0.0 0.1 0.1 0.397
H -3.1835 -4.3351 -0.0318 -0.1 0.0 0.0 0.429
H -3.7716 -2.9130 0.8370 -0.1 -0.1 -0.1 0.308
H -3.7372 -2.3937 -1.5186 0.2 0.0 0.0 0.450
H -2.0451 -2.9421 -1.6875 -0.1 0.1 0.0 0.407
H 0.3515 4.0402 1.1806 0.0 0.1 0.0 0.470
H 2.2574 2.4282 1.5132 0.1 0.1 0.1 0.577
H 2.0426 -2.1187 -0.7926 0.1 -0.1 -0.2 0.242
H 3.4638 -1.9314 -1.8389 0.0 0.0 0.1 0.404
H 0.9820 -0.1395 -1.8472 0.0 0.0 -0.1 -0.068
H 1.4999 -1.2466 -3.1251 -0.1 0.0 0.0 0.444
H 2.1434 1.1287 -3.6229 0.1 0.0 -0.1 0.418
H 3.5571 0.0802 -3.4709 0.1 0.0 -0.1 0.351
H 2.4426 1.8995 -1.2864 0.0 0.1 0.0 0.059
H 3.9287 2.1748 -2.2051 0.0 0.1 0.0 0.398
H 4.3725 1.1164 0.0638 0.2 0.0 -0.2 0.387
H 4.9422 0.1326 -1.2994 0.0 0.0 0.1 0.391
H -0.1666 -0.8513 0.3145 -0.1 -0.1 0.0 0.749
```
Forces are in eV/Å.

HOMO energy = -0.3391 Ha
SMILES = CCCCOC(=O)n1c(=O)oc2ccc(S(=O)(=O)N3CCCCC3)cc21
Frontier orbital gap = 9.7 eV


Formula: C5H9NO
Source: OMol25
Level of theory: the ωB97M-V functional and the def2-TZVPD basis

Geometry as XYZ:
```
16
Properties=species:S:1:pos:R:3:forces:R:3:mulliken_charge:R:1
C -1.3920 1.1186 1.4085 -0.4 -0.5 -0.1 -0.976
C -1.5046 -0.2246 0.6821 0.2 -0.3 -0.3 0.310
O -2.4900 -0.9354 0.6831 0.4 0.7 0.2 -0.560
C -0.2841 -0.7166 -0.0776 -0.1 0.0 0.1 0.047
C 1.1341 -0.5168 0.4134 0.0 -0.4 0.4 -0.414
N 0.6264 0.2264 -0.6832 0.1 0.5 -0.2 -0.222
C 1.2100 -0.0559 -1.9668 0.0 0.0 -0.3 -0.828
H -2.2325 1.7629 1.1315 0.1 -0.2 0.0 0.304
H -1.4429 0.9652 2.4940 0.0 -0.1 -0.3 0.251
H -0.4605 1.6055 1.1509 0.1 0.1 0.0 0.317
H -0.4638 -1.6371 -0.6446 0.0 0.2 0.3 0.373
H 1.7834 -1.3918 0.2686 -0.1 0.5 -0.2 0.284
H 1.3904 0.1300 1.2388 -0.2 -0.3 0.5 0.222
H 2.1762 0.4605 -1.9998 -0.2 -0.1 -0.1 0.290
H 0.5649 0.3489 -2.7459 0.1 -0.1 -0.1 0.279
H 1.3814 -1.1326 -2.1228 -0.1 0.1 -0.1 0.324
```
Forces are in eV/Å.

HOMO energy = -0.3425 Ha
SMILES = CC(=O)[C@@H]1CN1C
Frontier orbital gap = 10.3 eV


Formula: C3H4O4Ru
Source: OMol25
Level of theory: the ωB97M-V functional and the def2-TZVPD basis

Geometry as XYZ:
```
12
Properties=species:S:1:pos:R:3:forces:R:3:mulliken_charge:R:1
C -0.9307 0.1706 0.1157 3.9 0.7 -1.2 0.655
O -2.0031 0.2307 0.7030 -3.6 -0.2 1.4 -0.646
O 0.6676 0.2876 1.3794 3.7 -2.2 -0.1 -0.389
C 1.5448 -0.3307 0.6759 -1.9 5.7 1.7 0.182
O -0.4097 -0.9834 -0.2643 0.3 -0.9 -1.3 -0.271
C 0.9671 -0.7706 -0.5725 -2.7 -2.0 -0.9 -0.267
Ru -2.8062 -0.2456 2.3932 -0.2 -0.1 0.1 1.536
H 1.3815 -1.6617 -1.0463 -0.1 0.4 -0.6 0.364
H 2.6057 -0.0488 0.7362 0.0 -0.8 0.6 0.389
O -0.6947 1.0572 -1.4222 0.3 -2.0 -0.5 -0.419
H 0.5844 0.3255 -1.5086 -0.4 0.5 1.1 0.481
H -0.9067 1.9691 -1.1894 0.7 0.9 -0.2 0.385
```
Forces are in eV/Å.

⟨S²⟩ = 12.03
HOMO energy (alpha / beta) = -0.5762 / -0.7139 Ha
Total charge = +2
2S+1 = 7
Frontier orbital gap (alpha / beta) = 4.7 / 7.2 eV


Formula: C20H17N4OS2ScSe2
Source: OMol25
Level of theory: the ωB97M-V functional and the def2-TZVPD basis

Geometry as XYZ:
```
47
Properties=species:S:1:pos:R:3:forces:R:3:mulliken_charge:R:1
Sc 0.4525 -0.2108 0.0780 0.2 -0.2 0.0 0.169
O -1.4318 0.3755 -0.1969 -0.2 0.1 0.0 -0.186
N -2.0507 1.4301 0.3571 0.0 -0.1 -0.1 0.417
C -3.3781 1.5599 0.1329 0.0 0.1 0.0 -0.281
C -4.0559 2.6188 0.6643 0.0 0.0 0.0 -0.723
C -3.3512 3.5521 1.4334 0.0 0.0 0.0 -0.152
C -2.0037 3.3930 1.6421 0.0 0.0 0.0 -0.866
C -1.3226 2.2996 1.0904 -0.1 0.0 0.0 0.703
S 0.3572 1.9967 1.2798 0.1 0.0 0.1 -0.320
H -3.8172 0.7815 -0.4714 0.0 0.0 0.0 0.492
H -5.1161 2.7135 0.4844 0.0 0.0 0.0 0.432
H -3.8674 4.3981 1.8658 0.0 0.0 0.0 0.426
H -1.4359 4.0963 2.2333 0.0 0.0 0.0 0.453
Se 2.2762 -1.2575 2.2408 0.0 -0.1 0.0 -0.042
Se 2.8862 -2.1571 0.1347 -0.1 0.0 0.1 0.031
C 3.4489 -0.4693 -0.5970 0.0 0.0 0.0 0.269
C 4.7235 -0.3106 -1.0983 0.0 0.0 0.0 -0.707
C 5.0557 0.9264 -1.6418 0.0 0.0 0.0 -0.272
C 4.1186 1.9442 -1.6329 0.0 0.0 0.0 -0.903
C 2.8668 1.6962 -1.0934 0.0 0.0 0.0 -0.161
N 2.5292 0.5007 -0.5996 0.0 0.1 0.0 0.336
C 0.6126 -2.2316 2.3366 0.0 0.0 0.0 0.495
C 0.3572 -3.1637 3.3180 0.0 0.0 0.0 -0.746
C -0.8840 -3.7938 3.2966 0.0 0.0 0.0 -0.208
C -1.7952 -3.4772 2.3038 0.0 0.0 0.0 -0.884
C -1.4518 -2.5237 1.3592 0.0 0.0 0.0 -0.062
N -0.2677 -1.9075 1.3837 0.0 0.1 0.0 0.092
H 5.4371 -1.1209 -1.0540 0.0 0.0 0.0 0.456
H 6.0449 1.0919 -2.0474 0.0 0.0 0.0 0.437
H 4.3483 2.9233 -2.0274 0.0 0.0 0.0 0.442
H 2.1083 2.4665 -1.0432 0.0 0.0 0.0 0.507
H 1.1011 -3.3967 4.0663 0.0 0.0 0.0 0.470
H -1.1271 -4.5339 4.0475 0.0 0.0 0.0 0.433
H -2.7617 -3.9576 2.2571 0.0 0.0 0.0 0.437
H -2.1260 -2.2306 0.5652 0.0 0.0 0.0 0.467
S 0.2717 -1.4896 -2.1737 0.0 0.0 0.0 -0.317
C -0.7420 -0.7266 -3.3383 0.0 0.0 0.0 0.612
N -1.1686 -1.5089 -4.3602 0.0 0.0 0.0 -0.020
C -1.9352 -1.0845 -5.3882 0.0 0.0 0.0 -0.231
C -2.3379 0.2178 -5.4413 0.0 0.0 0.0 -0.659
C -1.9283 1.0721 -4.4114 0.0 0.0 0.0 -0.383
C -1.1457 0.6120 -3.3757 0.0 0.0 0.0 -0.456
H -0.8738 -2.4784 -4.3400 0.0 0.0 0.0 0.253
H -2.1887 -1.8275 -6.1300 0.0 0.0 0.0 0.440
H -2.9472 0.5648 -6.2614 0.0 0.0 0.0 0.422
H -2.2257 2.1127 -4.4322 0.0 0.0 0.0 0.438
H -0.8282 1.2736 -2.5847 0.0 0.0 0.0 0.451
```
Forces are in eV/Å.

HOMO energy = -0.5103 Ha
Total charge = +2
Frontier orbital gap = 7.5 eV